Run P
ORCA calculation (ωB97M-V/def2-TZVPD) on a molecular structure, C5H4.

As for the HOMO energy: -8.8 eV. As for the LUMO energy: 0.814 eV.

Last column: natural (NBO) charge in e.
CARTESIAN COORDINATES (ANGSTROEM)
C  -1.80410  0.13506  1.35196  -0.2774
C  -1.11404  0.08971  0.34750  -0.0732
C  -0.15072  -0.46438  -0.55178  -0.5471
C  1.19010  0.12632  -0.60807  -0.0258
C  2.29875  0.60715  -0.64959  -0.2120
H  -2.59817  0.58028  1.88818  0.2347
H  -0.61530  -1.21705  0.38423  0.3987
H  -0.48784  -0.89753  -1.49691  0.2617
H  3.28132  1.04045  -0.66553  0.2404


Run Q
ORCA calculation (ωB97M-V/def2-TZVPD) on a single C5H4 molecule.

As for the HOMO energy (alpha / beta): -8.7 / -8.7 eV. As for the LUMO energy (alpha / beta): -1.497 / -1.496 eV.

Last column: natural (NBO) charge in e.
CARTESIAN COORDINATES (ANGSTROEM)
C  1.51828  -0.67525  -0.02732  -0.7263
C  0.22469  -0.03654  0.00956  0.3397
C  -0.92918  0.52208  -0.04505  -0.2513
C  -2.25139  0.64863  0.28403  -0.5569
C  -3.46933  0.89989  0.46322  0.0014
H  2.34142  -0.06542  0.36007  0.2611
H  1.77851  -1.13284  -0.98778  0.2572
H  1.38265  -1.50296  0.69213  0.3061
H  -0.59565  1.34241  -0.74887  0.3690


Run R
ORCA calculation (ωB97M-V/def2-TZVPD) on a single C5H4 molecule.

As for the HOMO energy: -9.6 eV. As for the LUMO energy: -0.474 eV.

Last column: natural (NBO) charge in e.
CARTESIAN COORDINATES (ANGSTROEM)
C  -1.30330  -0.33196  0.20525  -0.5837
C  -0.68067  1.62170  -0.91635  0.3098
C  -0.18431  0.55423  -0.33924  -0.4509
C  1.18896  0.21563  -0.17580  -0.0357
C  2.34024  -0.08399  0.01303  -0.1785
H  -1.06134  -0.62310  1.22873  0.2340
H  -1.41115  -1.22490  -0.41233  0.2286
H  -2.25139  0.21013  0.21422  0.2355
H  3.36296  -0.33774  0.18248  0.2409


So which one is most stable? That would be run R, about 12.0 kcal/mol below the next structure.


Run P
ORCA calculation (ωB97M-V/def2-TZVPD) on a single C3H11N3 molecule.

As for the HOMO energy: -8.2 eV. The structure (SMILES) is CNC(N)NC. As for the LUMO energy: 0.904 eV.

Last column: natural (NBO) charge in e.
CARTESIAN COORDINATES (ANGSTROEM)
C  0.07999  1.86583  -1.07489  -0.4607
C  0.10355  0.09223  0.69143  0.2567
C  -0.87710  -2.01207  -0.32295  -0.4035
H  0.75487  0.92785  -1.47519  0.2194
H  -0.81324  2.06144  -2.05008  0.2045
H  0.70742  2.84052  -0.71962  0.1966
H  -1.22938  1.52583  0.55870  0.3599
H  -0.61688  -0.12803  1.46206  0.1462
H  1.32314  0.92116  2.30957  0.3798
H  2.11180  0.59371  0.68874  0.3722
H  1.00025  -1.88811  0.15975  0.3936
H  -0.55184  -3.16336  -0.55241  0.1943
H  -1.64740  -2.03241  0.50610  0.1739
H  -1.29850  -1.76264  -1.44131  0.1784
N  -0.64286  1.05621  -0.07441  -0.6522
N  1.36522  0.29327  1.33483  -0.8650
N  0.23096  -1.19141  -0.00033  -0.6941


Run Q
ORCA calculation (ωB97M-V/def2-TZVPD) on 2 unconnected molecules or ions with the total composition C3H11N3.

As for the HOMO energy: -8.8 eV. The structure (SMILES) is [H]/N=C/N.CNC. As for the LUMO energy: 0.852 eV.

Last column: natural (NBO) charge in e.
CARTESIAN COORDINATES (ANGSTROEM)
C  -1.34989  1.15503  -2.29740  -0.4258
N  -0.38506  1.14251  -1.20905  -0.6283
C  -0.49590  2.37105  -0.39208  -0.4217
H  -2.32248  0.85306  -1.88900  0.1928
H  -1.45242  2.09744  -2.84103  0.1733
H  -1.15772  0.31759  -2.97362  0.2024
H  0.54529  1.22775  -1.61299  0.3464
H  -0.24352  3.29609  -0.91929  0.1727
H  0.11453  2.27193  0.50238  0.2073
H  -1.54548  2.44309  -0.09706  0.1908
N  0.11801  -1.17259  0.74444  -0.8221
C  1.09919  -1.95517  1.23908  0.2774
N  1.29922  -2.15640  2.48667  -0.7437
H  0.02771  -0.86882  -0.20314  0.4180
H  -0.56597  -0.83889  1.40768  0.3910
H  1.75275  -2.41002  0.48862  0.1363
H  2.04404  -2.84241  2.57050  0.3332


So which one is most stable? That would be run Q, about 63.3 kcal/mol below the next structure.


Run P
ORCA calculation (ωB97M-V/def2-TZVPD) on 2 unconnected molecules or ions with the total composition C3H11N3.

As for the HOMO energy: -9.2 eV. The structure (SMILES) is [H]/N=C(\C)N.CN. As for the LUMO energy: 0.948 eV.

Last column: natural (NBO) charge in e.
CARTESIAN COORDINATES (ANGSTROEM)
C  0.94880  -0.45479  -1.62176  -0.7088
C  -0.25831  0.42916  -1.81165  0.4482
N  -1.34271  0.05973  -1.06137  -0.8334
N  -0.35161  1.47050  -2.52774  -0.7301
H  -1.40443  -0.89990  -0.76706  0.3829
H  -2.20769  0.51677  -1.30090  0.3977
H  0.50490  1.72978  -3.00545  0.3392
H  0.75954  -1.43439  -2.05959  0.2204
H  1.82223  -0.02193  -2.10304  0.2196
H  1.14278  -0.57910  -0.55730  0.2608
C  -0.12530  -0.45394  2.82872  -0.4064
N  0.45949  0.11707  1.62702  -0.8523
H  1.13273  0.83489  1.87615  0.3520
H  -0.26135  0.56086  1.06438  0.3694
H  -0.84554  -1.21765  2.53624  0.1860
H  -0.63761  0.27364  3.47363  0.1651
H  0.66409  -0.93070  3.40972  0.1900


Run Q
ORCA calculation (ωB97M-V/def2-TZVPD) on 2 unconnected molecules or ions with the total composition C3H11N3.

As for the HOMO energy (alpha / beta): -7.2 / -7.1 eV. As for the LUMO energy (alpha / beta): 0.999 / 1.051 eV.

Last column: natural (NBO) charge in e.
CARTESIAN COORDINATES (ANGSTROEM)
C  1.76463  0.52020  0.83199  -0.6389
C  1.54948  -0.14666  -0.59398  -0.4595
C  0.43012  -1.12019  -0.50849  -0.2891
N  -1.33601  1.26006  -0.43373  -0.6685
N  -2.19711  -0.65789  0.43201  -0.6541
N  -1.23100  0.25682  0.53408  -0.0846
H  1.82721  -0.27701  1.59037  0.2040
H  2.41536  1.36601  0.72919  0.2085
H  0.70083  0.81169  1.02134  0.2305
H  2.43754  -0.60957  -0.90449  0.2029
H  1.35130  0.74998  -1.27317  0.2025
H  0.10232  -1.33527  -1.44747  0.1626
H  0.16514  -1.62326  0.35350  0.1647
H  -2.25474  1.29061  -0.87376  0.3421
H  -1.17607  2.15285  0.03671  0.3674
H  -1.93002  -1.58938  0.92552  0.3637
H  -2.61898  -1.04899  -0.41961  0.3458


Run R
ORCA calculation (ωB97M-V/def2-TZVPD) on a single C3H11N3 molecule.

As for the HOMO energy: -8.3 eV. The structure (SMILES) is CNCC(N)N. As for the LUMO energy: 1.092 eV.

Last column: natural (NBO) charge in e.
CARTESIAN COORDINATES (ANGSTROEM)
C  1.10098  -0.14982  -0.44200  0.1156
C  -0.06460  0.68966  -0.06047  -0.2301
C  -2.45255  -0.18707  0.16989  -0.4081
N  -1.29712  -0.08574  -0.69310  -0.6549
N  1.17488  -1.37915  0.23273  -0.8297
N  2.28134  0.90254  0.01798  -0.9183
H  -1.06939  -1.00584  -1.06148  0.3594
H  1.20910  -0.27610  -1.51862  0.1975
H  1.96646  -1.93752  -0.05552  0.3774
H  1.17338  -1.28438  1.24140  0.3637
H  2.25312  1.10036  1.01524  0.3474
H  2.31747  1.76716  -0.51142  0.3565
H  -0.18120  0.78363  1.02743  0.1812
H  -0.10408  1.66160  -0.54806  0.2082
H  -2.77191  0.81977  0.45239  0.1835
H  -2.25838  -0.75566  1.09729  0.1537
H  -3.27750  -0.66344  -0.36368  0.1971


So which one is most stable? That would be run P, about 27.9 kcal/mol below the next structure.


Run P
ORCA calculation (ωB97M-V/def2-TZVPD) on 2 unconnected molecules or ions with the total composition C3H11N3.

As for the HOMO energy: -8.8 eV. The structure (SMILES) is C=CN.NCN. As for the LUMO energy: 1.047 eV.

Last column: natural (NBO) charge in e.
CARTESIAN COORDINATES (ANGSTROEM)
C  3.03963  -1.92222  -0.97790  -0.4621
C  2.49172  -0.69706  -0.91791  0.0141
N  1.78697  -0.14195  -2.01132  -0.8710
H  3.12043  -2.56946  -1.80807  0.1955
H  3.66896  -1.99595  -0.18307  0.1880
H  2.72476  -0.04837  -0.12197  0.1821
H  2.08172  -0.58647  -2.94679  0.3657
H  0.68520  -0.23252  -1.91848  0.3854
N  -2.01640  0.05566  0.23174  -0.8722
C  -1.73309  0.75342  1.57753  -0.0541
N  -2.76445  1.75656  2.02676  -0.8496
H  -2.61220  -0.76138  0.24523  0.3480
H  -2.50700  0.60881  -0.38786  0.3459
H  -1.59086  0.09334  2.36796  0.1872
H  -0.75567  1.17967  1.27385  0.1884
H  -3.10312  2.46493  1.25333  0.3568
H  -3.54459  1.35077  2.40537  0.3518


Run Q
ORCA calculation (ωB97M-V/def2-TZVPD) on a single C3H11N3 molecule.

As for the HOMO energy: -8.6 eV. The structure (SMILES) is NCCNCN. As for the LUMO energy: 1.174 eV.

Last column: natural (NBO) charge in e.
CARTESIAN COORDINATES (ANGSTROEM)
C  0.01497  -0.36559  -0.86691  -0.2291
N  -0.99058  -0.48204  0.19202  -0.6582
C  -0.63909  -1.24163  1.36722  -0.0611
N  -0.68330  -0.49837  2.64532  -0.8331
C  0.66878  1.04810  -0.83333  -0.2275
N  1.04275  1.39800  -2.22362  -0.8488
H  -0.52372  -0.36595  -1.78805  0.2055
H  0.84798  -1.05887  -0.78624  0.1748
H  -1.88987  -0.71476  -0.18159  0.3717
H  0.35433  -1.65570  1.33210  0.1738
H  -1.34214  -2.07064  1.50575  0.1687
H  -0.07784  0.29006  2.44862  0.3462
H  -1.60796  -0.18234  2.87204  0.3519
H  -0.04521  1.79992  -0.52179  0.2039
H  1.60664  0.90845  -0.29013  0.1632
H  1.85016  0.85663  -2.52500  0.3422
H  1.41411  2.33473  -2.34640  0.3558


Run R
ORCA calculation (ωB97M-V/def2-TZVPD) on 2 unconnected molecules or ions with the total composition C3H11N3.

As for the HOMO energy: -8.6 eV. As for the LUMO energy: 0.639 eV.

Last column: natural (NBO) charge in e.
CARTESIAN COORDINATES (ANGSTROEM)
C  -2.26359  -0.26531  0.35165  -0.5992
C  0.92449  1.70855  -0.06300  -0.4340
C  -1.32738  -0.96111  -0.59228  -0.6345
N  2.47465  -1.44594  0.34358  -0.5100
N  2.27249  -0.18397  0.16088  0.0066
N  1.07757  0.31515  0.06464  -0.3171
H  -2.33954  -0.74539  1.30533  0.1939
H  -1.90134  0.77519  0.56979  0.1904
H  -3.30923  -0.37674  0.00796  0.2021
H  0.13742  1.80748  -0.69903  0.2177
H  0.96235  2.18619  0.93454  0.2059
H  1.88827  2.08141  -0.53386  0.1527
H  -0.24564  -0.96606  -0.25982  0.2424
H  -1.77595  -1.92671  -0.77381  0.1910
H  -1.39308  -0.40084  -1.43719  0.1859
H  1.68131  -1.93547  0.70721  0.3366
H  3.13720  0.33360  -0.08660  0.3696


Run S
ORCA calculation (ωB97M-V/def2-TZVPD) on 2 unconnected molecules or ions with the total composition C3H11N3.

As for the HOMO energy: -8.9 eV. The structure (SMILES) is C=NC.NCN. As for the LUMO energy: 0.957 eV.

Last column: natural (NBO) charge in e.
CARTESIAN COORDINATES (ANGSTROEM)
C  1.05210  -2.52149  -0.60903  -0.4431
C  0.99312  -0.58214  -1.94861  -0.0643
N  0.48690  -1.69195  -1.60543  -0.4074
H  0.87996  -3.58367  -0.73652  0.2108
H  2.19120  -2.37300  -0.65634  0.1441
H  0.86939  -2.08193  0.37181  0.2378
H  0.31280  0.20885  -2.26638  0.1815
H  2.09540  -0.54551  -1.94490  0.1424
N  -1.43441  2.55881  1.17126  -0.8741
C  -0.46021  1.42717  1.19983  -0.0397
N  -0.96984  0.18884  0.70078  -0.8445
H  -2.39031  2.31975  1.36312  0.3553
H  -1.08798  3.32340  1.71754  0.3599
H  -0.01879  1.38465  2.20106  0.1484
H  0.32622  1.78795  0.53080  0.1669
H  -0.86290  -0.03623  -0.27996  0.3766
H  -1.98264  0.21651  0.79098  0.3494


So which one is most stable? That would be run Q, about 30.0 kcal/mol below the next structure.